[1]
Here is one molecule with the formula C19H20N2O3S from the Open Molecules 2025 dataset. Energies are from wB97M-V/def2-TZVPD.

Computed properties:
HOMO: -8.04 eV
SMILES: COc1cccc(NC(=S)N(Cc2ccco2)[C@H](C)c2ccco2)c1
E_LUMO: 0.7 eV
gap between HOMO and LUMO: 8.78 eV
multiplicity: 1

XYZ file:
```
45
C19H20N2O3S | the Open Molecules 2025 dataset | wB97M-V/def2-TZVPD
S 3.49 0.48 -1.49
O -0.79 -2.77 -2.10
O -1.62 -0.08 0.58
O -0.51 0.63 3.66
N 1.79 2.08 -0.37
N 0.87 0.11 -1.26
C 0.56 3.63 1.01
C -1.50 -3.64 -1.35
C -1.57 -0.02 -0.77
C 1.96 0.88 -1.00
C -2.76 -0.70 0.91
C -3.46 -1.04 -0.20
C -0.04 -0.69 3.52
C 0.13 -2.21 -1.30
C 1.09 -1.21 -1.86
C -1.04 -3.65 -0.07
C 0.64 1.29 1.63
C 0.98 2.33 0.76
C -2.69 -0.59 -1.30
C -0.58 2.86 2.98
C -0.23 3.88 2.12
C -0.14 1.56 2.75
C -0.44 0.70 -1.44
C 1.05 -1.17 -3.39
C 0.03 -2.73 -0.04
H -0.41 1.73 -1.07
H 1.01 0.30 1.42
H -2.29 -4.18 -1.84
H -0.39 -1.14 2.59
H 0.65 -2.48 0.80
H 0.04 -0.96 -3.75
H 1.73 -0.41 -3.75
H -0.67 0.74 -2.51
H -2.92 -0.69 -2.34
H 0.84 4.42 0.34
H 2.59 2.68 -0.45
H -4.40 -1.55 -0.24
H -0.56 4.89 2.32
H -1.19 3.05 3.85
H 2.11 -1.50 -1.56
H 1.36 -2.14 -3.78
H -0.44 -1.24 4.37
H 1.06 -0.72 3.56
H -2.96 -0.83 1.96
H -1.41 -4.24 0.74
```

[2]
Here is C12H11Cl4GeNO5OsSSi as an isolated structure in a non-equilibrium geometry from the Open Molecules 2025 dataset. Energies are from wB97M-V/def2-TZVPD.

Computed properties:
HOMO (spin up / spin down): -14.70 / -14.70 eV
E_LUMO (spin up / spin down): -7.4 / -11.1 eV
total charge: +2
gap between HOMO and LUMO (spin up / spin down): 7.30 / 3.62 eV
multiplicity: 5

XYZ file:
```
37
C12H11Cl4GeNO5OsSSi | the Open Molecules 2025 dataset | wB97M-V/def2-TZVPD
Os 2.54 2.44 0.18
Ge 0.05 -1.21 0.08
Cl 2.98 -0.72 0.02
Cl 2.99 2.24 2.25
Cl 5.93 3.41 -1.04
Cl 3.88 5.95 -0.59
S -0.18 2.34 -1.35
Si 4.13 4.00 -0.52
O 3.93 0.32 -0.13
O 3.07 -1.39 1.22
O 1.66 0.06 0.06
O 2.90 -1.54 -1.10
O -0.58 1.33 -0.36
N 1.28 2.73 -1.19
C -0.83 -2.07 2.66
C -2.86 -1.13 -3.00
C -2.04 -0.84 4.33
C -0.90 -0.11 -3.95
C -1.54 0.21 2.24
C -2.11 0.26 3.51
C -0.89 -0.94 1.85
C -1.40 -2.00 3.92
C -0.86 -0.95 -1.72
C -2.17 -1.35 -1.81
C -0.20 -0.33 -2.77
C -2.23 -0.48 -4.05
H -2.66 -1.85 -0.99
H -2.79 -0.26 -4.95
H -2.53 -0.81 5.29
H -1.35 -2.87 4.57
H -1.62 1.06 1.58
H -0.39 0.35 -4.78
H -0.34 -2.98 2.33
H 0.84 -0.05 -2.70
H -2.61 1.16 3.83
H -3.89 -1.44 -3.07
H 0.84 -2.53 0.17
```

[3]
Here is an isolated ion of composition C7H16N and charge +1 in a non-equilibrium geometry from the Open Molecules 2025 dataset. Energies are from wB97M-V/def2-TZVPD.

Computed properties:
HOMO: -11.89 eV
SMILES: C/C=C(\C)CCC[NH3+]
E_LUMO: -3.7 eV
total charge: +1
gap between HOMO and LUMO: 8.18 eV
multiplicity: 1

XYZ file:
```
24
C7H16N | the Open Molecules 2025 dataset | wB97M-V/def2-TZVPD
N -2.69 0.60 -2.09
C -1.20 0.45 -2.33
C 2.28 -1.75 2.27
C 1.28 1.08 1.42
C -0.53 -0.16 0.08
C 0.73 -0.24 0.94
C -0.41 0.81 -1.09
C 1.16 -1.44 1.32
H -0.63 1.84 -0.80
H 1.85 -2.07 3.22
H -2.97 1.58 -2.04
H 1.68 1.61 0.55
H -0.76 -1.17 -0.27
H -1.32 0.16 0.78
H 2.87 -2.60 1.96
H 0.45 1.68 1.81
H 0.61 0.94 -1.43
H 0.76 -2.32 0.85
H -1.03 -0.58 -2.61
H 2.89 -0.87 2.46
H -3.19 0.13 -2.84
H -0.95 1.14 -3.14
H -2.94 0.21 -1.19
H 2.06 0.96 2.16
```

[4]
Here is one molecule with the formula C5H12N4O3 in a non-equilibrium geometry from the Open Molecules 2025 dataset. Energies are from wB97M-V/def2-TZVPD.

Computed properties:
HOMO: -8.51 eV
SMILES: NC(N)=NOCC[C@H](N)C(=O)O
E_LUMO: 0.6 eV
gap between HOMO and LUMO: 9.15 eV
multiplicity: 1

XYZ file:
```
24
C5H12N4O3 | the Open Molecules 2025 dataset | wB97M-V/def2-TZVPD
O -3.29 -1.42 -0.99
O -2.22 -3.04 -0.02
O 0.57 0.32 -0.98
N 1.06 1.33 -0.23
N 3.14 2.10 0.70
N 3.04 0.23 -0.89
N -0.52 -1.40 1.21
C -1.72 -0.79 0.75
C 2.37 1.26 -0.14
C -2.52 -1.77 -0.14
C -0.81 0.60 -1.19
C -1.67 0.59 0.04
H -2.74 0.78 -0.16
H 2.41 -0.33 -1.50
H -1.23 1.25 0.77
H -2.49 -0.58 1.62
H -0.93 1.62 -1.60
H -0.38 -1.13 2.16
H -1.50 -3.16 0.57
H 3.93 1.70 1.29
H -1.20 -0.21 -1.86
H 2.49 2.50 1.31
H 0.24 -1.00 0.62
H 3.95 0.55 -1.33
```

[5]
Here is C5H10O2 as an isolated structure from the Open Molecules 2025 dataset. Energies are from wB97M-V/def2-TZVPD.

Computed properties:
HOMO: -8.91 eV
E_LUMO: 1.1 eV
gap between HOMO and LUMO: 9.96 eV
multiplicity: 1

XYZ file:
```
17
C5H10O2 | the Open Molecules 2025 dataset | wB97M-V/def2-TZVPD
O 1.00 -1.45 1.04
O -1.02 1.65 0.51
C 1.69 -0.17 0.81
C -2.11 -0.48 0.26
C -1.94 1.00 0.07
C 1.19 -1.70 -0.30
C 1.83 -0.57 -0.64
H -2.13 -0.97 -0.72
H -3.07 -0.68 0.74
H -2.73 1.49 -0.52
H 2.60 -0.13 1.41
H 2.25 -0.13 -1.53
H 0.75 2.53 -0.84
H 1.31 2.70 -1.31
H 1.01 0.65 1.03
H -1.29 -0.89 0.86
H 0.83 -2.61 -0.75
```

[6]
Here is an isolated ion of composition C5H9N4 and charge +1 in a non-equilibrium geometry from the Open Molecules 2025 dataset. Energies are from wB97M-V/def2-TZVPD.

Computed properties:
HOMO (spin up / spin down): -13.51 / -13.51 eV
E_LUMO (spin up / spin down): -5.2 / -5.2 eV
total charge: +1
gap between HOMO and LUMO (spin up / spin down): 8.28 / 8.27 eV
multiplicity: 1

XYZ file:
```
18
C5H9N4 | the Open Molecules 2025 dataset | wB97M-V/def2-TZVPD
N -1.23 -0.91 -0.48
N -2.56 0.16 1.39
N -2.50 -1.17 -0.32
N -2.97 -0.91 0.97
C 0.97 0.26 0.06
C -0.38 -0.21 -0.01
C 1.20 1.18 -1.16
C 1.97 -0.90 0.12
C -1.65 0.92 1.56
H -1.50 1.97 1.70
H 1.67 -1.65 0.84
H 0.40 1.90 -1.29
H 2.13 1.73 -1.02
H 2.94 -0.51 0.41
H -2.92 -1.94 -0.81
H 1.07 0.85 0.98
H 1.28 0.58 -2.06
H 2.07 -1.36 -0.86
```

[7]
Here is one molecule with the formula C21H21BrN2O3 in a non-equilibrium geometry from the Open Molecules 2025 dataset. Energies are from wB97M-V/def2-TZVPD.

Computed properties:
HOMO: -7.88 eV
SMILES: COc1ccccc1N1CCN(C(=O)c2oc3ccc(Br)cc3c2C)CC1
E_LUMO: 0.3 eV
gap between HOMO and LUMO: 8.14 eV
multiplicity: 1

XYZ file:
```
48
C21H21BrN2O3 | the Open Molecules 2025 dataset | wB97M-V/def2-TZVPD
Br -8.55 -0.67 0.47
O -2.75 -0.49 -0.90
O 4.93 0.96 0.62
O -1.07 2.60 -1.22
N -0.07 0.62 -0.88
N 2.25 -0.01 0.68
C 0.96 -0.58 0.98
C -3.61 1.50 -0.23
C 0.05 -0.68 -0.26
C -1.16 1.42 -0.93
C -4.77 -1.87 -0.75
C -6.11 -1.83 -0.41
C -2.49 0.83 -0.65
C 5.67 -1.14 -0.18
C 4.80 1.21 2.01
C -6.70 -0.64 0.02
C 3.30 -0.83 0.26
C -4.65 0.51 -0.20
C -3.76 2.93 0.14
C -6.00 0.54 0.14
C -4.05 -0.69 -0.63
C 4.18 -2.97 -0.48
C 4.62 -0.34 0.24
C 1.23 1.19 -1.21
C 3.12 -2.17 -0.09
C 2.10 1.29 0.05
C 5.46 -2.45 -0.55
H 6.66 -0.70 -0.19
H -6.48 1.45 0.47
H -0.93 -1.06 0.03
H 0.47 0.09 1.70
H -2.83 3.46 -0.05
H -4.03 3.02 1.19
H 0.49 -1.37 -1.00
H 1.72 0.54 -1.94
H -6.71 -2.73 -0.48
H 4.00 -4.00 -0.75
H -4.55 3.38 -0.45
H 6.29 -3.06 -0.87
H 1.08 -1.55 1.45
H -4.30 -2.78 -1.08
H 5.51 0.60 2.57
H 3.07 1.70 -0.21
H 3.78 1.00 2.36
H 5.02 2.26 2.15
H 1.06 2.18 -1.64
H 1.61 1.96 0.77
H 2.14 -2.61 -0.07
```

[8]
Here is one molecule with the formula C3H5N3O in a non-equilibrium geometry from the Open Molecules 2025 dataset. Energies are from wB97M-V/def2-TZVPD.

Computed properties:
HOMO: -8.93 eV
SMILES: Nn1ccc(=O)[nH]1
E_LUMO: 0.7 eV
gap between HOMO and LUMO: 9.64 eV
multiplicity: 1

XYZ file:
```
12
C3H5N3O | the Open Molecules 2025 dataset | wB97M-V/def2-TZVPD
O 2.58 -0.43 0.31
N -0.74 -0.45 -0.56
N -1.76 -1.09 0.31
N 0.46 -0.98 -0.22
C 0.86 1.19 0.10
C -0.34 1.28 -0.34
C 1.42 -0.18 0.11
H -1.51 -0.83 1.30
H 1.67 1.92 0.30
H -0.92 2.10 -0.70
H 0.89 -1.82 -0.54
H -2.60 -0.72 -0.06
```

Listing energy above the lowest of the compared OMol25 structures with the same formula, charge and spin for the structures above in their given order: 277.3; 193.7; 66.8; 210.5; 423.8; 701.8; 0.0; 439.9 kJ/mol.